# 1
ORCA calculation (ωB97M-V/def2-TZVPD) on 2 unconnected molecules or ions with the total composition C11H12NO2 in a non-equilibrium geometry.

Geometry as ORCA input:
```
! wB97M-V def2-TZVPD RIJCOSX def2/J DEFGRID3
* xyz -1 1
C -2.4573 -1.1957 -1.9283
C -0.1534 -0.8263 -0.8350
C -0.6018 0.7919 0.6267
C -1.4671 -0.5409 -1.0148
C -1.8202 0.4750 -0.0494
C -0.4366 1.9261 1.4036
C -1.5142 2.7979 1.4882
C -2.8424 1.4132 0.0412
C -2.7325 2.4964 0.8789
N 0.3457 -0.0916 0.2065
H 1.3525 -0.0961 0.3979
H 0.5305 -1.3876 -1.4502
H 0.5099 2.1548 1.8851
H -3.1615 -1.8049 -1.3616
H -1.9455 -1.8680 -2.6146
H -1.4788 3.6717 2.1224
H -3.8093 1.2946 -0.4427
H -3.5558 3.1912 0.9489
H -2.9657 -0.4294 -2.5224
C 3.9647 -2.3562 0.4295
C 4.1080 -0.8490 0.1468
O 3.0831 -0.2556 -0.3093
O 5.2076 -0.3420 0.4196
H 4.2669 -2.5194 1.4687
H 4.6232 -2.9247 -0.2289
H 2.9502 -2.7255 0.2932
*
```

Values from the calculation:
LUMO: 3.24 eV
E_HOMO: -4.616 eV
Energy above the lowest of the compared OMol25 structures with the same formula, charge and spin: 31.7 kJ/mol
Frontier orbital gap: 7.861 eV
Total energy: -17189.04250 eV

Atomic partial charges in e from the natural (NBO) method, atoms 1 to 8: -0.6168, 0.0066, 0.1457, -0.1297, -0.0979, -0.2288, -0.2331, -0.2064


# 2
ORCA calculation (ωB97M-V/def2-TZVPD) on a single C21H24N2O4 molecule.

Geometry as ORCA input:
```
! wB97M-V def2-TZVPD RIJCOSX def2/J DEFGRID3
* xyz 0 1
C 7.9799 0.7909 -0.8567
C 6.4926 0.4687 -0.8156
C 6.0703 -0.0065 0.5727
O 4.6998 -0.3954 0.5998
C 3.7963 0.5845 0.7671
O 4.0936 1.7456 0.9145
C 2.4071 0.0757 0.7631
C 2.1158 -1.2745 0.6071
C 0.8061 -1.7158 0.6070
C -0.2328 -0.8029 0.7646
O -1.5518 -1.1311 0.7742
C -1.9418 -2.4507 0.4587
C -3.4723 -2.4553 0.3154
O -4.0765 -2.0353 1.5039
C -3.9539 -1.6367 -0.9114
N -3.5171 -0.2700 -0.9178
C -2.4773 0.2867 -1.6247
C -1.6579 -0.4633 -2.6086
N -2.3036 1.5486 -1.3695
C -3.2581 1.8851 -0.4443
C -3.5263 3.1015 0.1716
C -4.5799 3.1505 1.0602
C -5.3589 2.0252 1.3334
C -5.1067 0.8054 0.7366
C -4.0411 0.7457 -0.1480
C 0.0550 0.5549 0.9253
C 1.3604 0.9858 0.9226
H 8.2640 1.1290 -1.8497
H 8.2184 1.5768 -0.1443
H 8.5704 -0.0888 -0.6098
H 5.9124 1.3575 -1.0700
H 6.2569 -0.3119 -1.5424
H 6.2313 0.7910 1.3061
H 6.6289 -0.8986 0.8660
H 2.9207 -1.9823 0.4869
H 0.6066 -2.7702 0.4930
H -1.6595 -3.1351 1.2704
H -1.4773 -2.7932 -0.4744
H -3.8014 -3.4905 0.1643
H -3.7000 -1.1765 1.7420
H -3.6025 -2.1280 -1.8213
H -5.0491 -1.6536 -0.9027
H -1.0505 -1.2250 -2.1217
H -2.2879 -0.9427 -3.3577
H -0.9951 0.2429 -3.0993
H -2.9269 3.9697 -0.0506
H -4.8159 4.0808 1.5555
H -6.1807 2.1107 2.0289
H -5.7170 -0.0581 0.9551
H -0.7641 1.2473 1.0348
H 1.5975 2.0317 1.0395
*
```

Values from the calculation:
LUMO: 0.54 eV
E_HOMO: -8.421 eV
Energy above the lowest of the compared OMol25 structures with the same formula, charge and spin: 150.2 kJ/mol
Frontier orbital gap: 8.961 eV
Total energy: -33337.78258 eV
SMILES string: CCCOC(=O)c1ccc(OC[C@@H](O)Cn2c(C)nc3ccccc32)cc1

Atomic partial charges in e from the natural (NBO) method, atoms 1 to 8: -0.6051, -0.4218, -0.0701, -0.5122, 0.7902, -0.6047, -0.2060, -0.1331


# 3
ORCA calculation (ωB97M-V/def2-TZVPD) on a single C4H11N3 molecule in a non-equilibrium geometry.

Geometry as ORCA input:
```
! wB97M-V def2-TZVPD RIJCOSX def2/J DEFGRID3
* xyz 0 1
N 2.4763 0.5404 0.1166
C 1.6834 0.7404 -1.0928
N 0.8824 -0.1971 -1.4371
C 0.5544 -1.2455 -0.3443
C -1.1114 -1.2386 0.0132
C -1.6350 0.2424 0.0075
N -1.4802 1.2555 0.9698
H 1.8211 0.0279 0.7111
H 2.9788 1.3574 0.4404
H 2.1512 1.5733 -1.6663
H 1.0050 -2.1451 -0.7601
H 0.7447 -1.1418 0.6929
H -1.2746 -1.5959 1.0543
H -1.6481 -1.8447 -0.5834
H -2.7825 0.2392 -0.1237
H -1.2556 0.7424 -0.9923
H -0.7674 1.0250 1.7041
H -2.3426 1.6650 1.2901
*
```

Values from the calculation:
LUMO: 1.03 eV
E_HOMO: -8.490 eV
Energy above the lowest of the compared OMol25 structures with the same formula, charge and spin: 368.6 kJ/mol
Frontier orbital gap: 9.519 eV
Total energy: -8793.79855 eV
SMILES string: N/C=N\CCCN

Atomic partial charges in e from the natural (NBO) method, atoms 1 to 8: -0.8581, 0.2669, -0.4738, -0.2707, -0.3857, -0.2279, -0.8653, 0.3760


# 4
ORCA calculation (ωB97M-V/def2-TZVPD) on a molecular structure, C4H9BrClNS in a non-equilibrium geometry.

Geometry as ORCA input:
```
! wB97M-V def2-TZVPD RIJCOSX def2/J DEFGRID3
* xyz 0 1
C -0.0807 -2.5776 -0.2181
C 0.1443 1.7297 1.8829
C 0.2153 -1.2809 -0.9895
C -0.1174 -0.0991 -0.1583
N -0.1079 1.7274 -1.7684
S 1.0602 0.5072 0.8962
Cl 1.3216 2.5001 -1.3071
Br -1.6517 2.6691 -1.3530
H 0.5419 -2.6376 0.6721
H 0.1318 -3.4341 -0.8529
H -1.1238 -2.6172 0.0833
H -0.8491 1.8558 1.4673
H 0.6870 2.6686 1.8387
H 0.0876 1.3818 2.9113
H -0.3809 -1.2564 -1.9016
H 1.2715 -1.2571 -1.2588
H -1.1498 0.1202 0.0560
*
```

Values from the calculation:
LUMO (alpha / beta): -0.32 / -0.32 eV
E_HOMO (alpha / beta): -7.627 / -7.625 eV
Energy above the lowest of the compared OMol25 structures with the same formula, charge and spin: 71.7 kJ/mol
Frontier orbital gap (alpha / beta): 7.306 / 7.304 eV
Total energy: -99180.44923 eV

Atomic partial charges in e from the natural (NBO) method, atoms 1 to 8: -0.5905, -0.7458, -0.4820, -0.1665, -0.7119, 0.4446, 0.1034, 0.1082